1.
Formula: C4N4Si
Source: OMol25
Level of theory: the ωB97M-V functional and the def2-TZVPD basis

CARTESIAN COORDINATES (ANGSTROEM)
1 C -0.63 1.88 -0.90
2 C -1.61 -0.74 0.57
3 C 0.69 -0.87 -1.57
4 C 2.12 -0.18 2.47
5 N -0.83 2.95 -1.24
6 N -2.39 -1.32 1.18
7 N 1.31 -1.53 -2.27
8 N 1.37 -0.06 1.57
9 Si -0.28 0.14 -0.37

Results
calculated total energy	-660.807612	a.u.
LUMO level (alpha / beta)	-3.5 / -3.5	eV
ΔE to the lowest compared entry with this formula, charge and spin	0.0	kcal/mol
maximum force	3.65	eV/Å
E_HOMO (alpha / beta)	-10.650 / -10.649	eV

---

2.
Formula: C50H109BN8O7P2
Source: OMol25
Level of theory: the ωB97M-V functional and the def2-TZVPD basis

CARTESIAN COORDINATES (ANGSTROEM)
1 C 4.31 1.05 -3.58
2 B 4.03 -0.26 -4.55
3 O 5.03 -0.46 -5.58
4 C 2.75 -1.27 -4.34
5 P 2.93 -2.93 -5.31
6 O 3.48 -2.73 -6.74
7 C 2.40 -1.75 -2.83
8 C 3.57 -1.83 -1.74
9 C 4.48 -3.15 -1.79
10 C 5.70 -3.08 -2.83
11 N 6.84 -2.20 -2.39
12 C 8.07 -2.79 -3.00
13 C 9.18 -1.72 -3.43
14 C 10.09 -2.12 -4.66
15 C 11.24 -1.23 -5.19
16 C 11.51 0.11 -4.44
17 C 10.65 0.58 -3.23
18 C 9.49 -0.37 -2.74
19 O 8.71 0.05 -1.62
20 C 1.42 -3.05 -2.77
21 C 0.56 -3.16 -1.41
22 O 1.31 -3.70 -0.28
23 C 0.79 -2.97 0.86
24 C 1.62 -1.86 1.65
25 O -0.41 -3.22 1.19
26 N 1.63 -0.54 -2.35
27 C 0.73 0.10 -3.34
28 O -0.27 0.87 -3.17
29 C 1.42 -0.41 -4.73
30 C 1.59 0.98 -5.52
31 P 0.05 -1.28 -5.76
32 N -1.50 -0.48 -5.56
33 O 0.48 -1.03 -7.42
34 H 5.09 0.82 -2.76
35 H 4.61 1.98 -4.18
36 H 3.34 1.34 -3.02
37 H 5.81 0.10 -5.32
38 H 1.64 -3.59 -5.47
39 H 3.73 -3.88 -4.57
40 H 4.26 -0.93 -1.70
41 H 3.04 -1.86 -0.71
42 H 3.93 -4.13 -1.96
43 H 4.97 -3.25 -0.74
44 H 5.42 -2.74 -3.89
45 H 6.08 -4.17 -2.95
46 H 6.69 -1.28 -2.84
47 H 8.55 -3.47 -2.20
48 H 7.87 -3.44 -3.93
49 H 9.88 -3.12 -5.20
50 H 11.85 -1.59 -6.08
51 H 12.37 0.76 -4.79
52 H 10.84 1.54 -2.67
53 H 8.00 0.63 -2.00
54 H 1.98 -4.04 -2.88
55 H 0.64 -3.05 -3.63
56 H -0.28 -3.93 -1.63
57 H 0.00 -2.19 -1.14
58 H 2.43 -2.36 2.27
59 H 2.03 -1.02 0.96
60 H 0.88 -1.32 2.36
61 H 1.35 -0.54 -1.36
62 H 0.53 1.32 -5.82
63 H 1.99 1.85 -4.86
64 H 2.16 0.89 -6.52
65 H -1.51 0.45 -6.01
66 H -2.27 -1.06 -5.93
67 H -0.39 -0.88 -7.87
68 C 1.42 2.91 -0.78
69 C 1.01 4.08 0.10
70 N 0.87 5.35 -0.62
71 C 0.70 6.49 0.27
72 C -0.57 6.55 1.12
73 C -0.01 5.34 -1.78
74 C -1.47 4.95 -1.56
75 H 2.38 3.11 -1.27
76 H 1.54 2.01 -0.16
77 H 0.68 2.68 -1.55
78 H 1.78 4.20 0.86
79 H 0.09 3.82 0.62
80 H 0.78 7.42 -0.31
81 H 1.56 6.52 0.95
82 H -1.43 6.86 0.53
83 H -0.45 7.30 1.91
84 H -0.79 5.60 1.61
85 H 0.41 4.65 -2.53
86 H 0.03 6.32 -2.27
87 H -1.58 4.11 -0.87
88 H -1.93 4.66 -2.51
89 H -2.05 5.79 -1.18
90 C -2.68 -4.19 6.12
91 C -3.11 -2.73 6.20
92 N -2.18 -1.79 5.57
93 C -2.50 -0.40 5.86
94 C -3.82 0.16 5.34
95 C -1.85 -2.07 4.18
96 C -2.99 -2.11 3.17
97 H -1.71 -4.35 6.58
98 H -3.41 -4.82 6.64
99 H -2.65 -4.54 5.08
100 H -3.18 -2.48 7.27
101 H -4.12 -2.64 5.79
102 H -1.68 0.24 5.50
103 H -2.49 -0.27 6.95
104 H -3.77 0.38 4.27
105 H -4.04 1.11 5.84
106 H -4.66 -0.51 5.52
107 H -1.32 -3.03 4.13
108 H -1.10 -1.35 3.83
109 H -3.88 -2.62 3.55
110 H -2.68 -2.64 2.27
111 H -3.29 -1.10 2.86
112 C -9.92 0.01 3.93
113 C -8.75 -0.06 4.90
114 N -8.80 0.91 5.98
115 C -7.56 0.97 6.76
116 C -7.17 -0.27 7.56
117 C -10.03 0.93 6.77
118 C -10.41 -0.36 7.50
119 H -9.99 0.99 3.46
120 H -9.78 -0.73 3.13
121 H -10.87 -0.22 4.41
122 H -7.84 0.11 4.31
123 H -8.68 -1.09 5.28
124 H -7.60 1.83 7.44
125 H -6.74 1.20 6.07
126 H -7.76 -0.36 8.47
127 H -6.12 -0.19 7.87
128 H -7.26 -1.19 6.98
129 H -10.86 1.22 6.12
130 H -9.97 1.75 7.50
131 H -10.26 -1.25 6.89
132 H -11.48 -0.33 7.76
133 H -9.86 -0.47 8.43
134 C 7.53 5.58 -3.32
135 C 6.11 6.14 -3.39
136 N 5.19 5.56 -2.42
137 C 3.80 5.94 -2.65
138 C 3.43 7.41 -2.49
139 C 5.62 5.60 -1.02
140 C 5.88 6.97 -0.41
141 H 7.54 4.50 -3.48
142 H 8.14 6.04 -4.10
143 H 8.01 5.80 -2.37
144 H 5.74 5.93 -4.40
145 H 6.16 7.23 -3.29
146 H 3.15 5.34 -2.01
147 H 3.53 5.64 -3.67
148 H 3.35 7.70 -1.44
149 H 2.45 7.60 -2.94
150 H 4.14 8.08 -2.99
151 H 6.53 5.00 -0.92
152 H 4.88 5.07 -0.41
153 H 6.42 7.64 -1.09
154 H 6.50 6.86 0.49
155 H 4.96 7.46 -0.10
156 C -6.96 -7.43 -0.04
157 C -7.02 -6.40 1.08
158 N -5.72 -6.03 1.63
159 C -5.83 -5.23 2.85
160 C -6.45 -3.84 2.73
161 C -4.72 -5.57 0.67
162 C -5.07 -4.34 -0.16
163 H -6.48 -8.35 0.29
164 H -7.97 -7.67 -0.37
165 H -6.42 -7.05 -0.92
166 H -7.63 -6.84 1.88
167 H -7.57 -5.52 0.72
168 H -4.83 -5.13 3.30
169 H -6.41 -5.80 3.58
170 H -5.76 -3.12 2.29
171 H -6.70 -3.47 3.73
172 H -7.37 -3.84 2.15
173 H -4.50 -6.39 -0.01
174 H -3.78 -5.39 1.19
175 H -6.10 -4.35 -0.52
176 H -4.42 -4.30 -1.04
177 H -4.90 -3.42 0.39

Results
SMILES string	CB(O)[C@@]1([PH2]=O)[C@](CCCNCc2ccccc2O)(CCOC(C)=O)NC(=O)[C@]1(C)P(N)O.CCN(CC)CC.CCN(CC)CC.CCN(CC)CC.CCN(CC)CC.CCN(CC)CC
calculated total energy	-3642.509052	a.u.
LUMO level	0.2	eV
ΔE to the lowest compared entry with this formula, charge and spin	202.3	kcal/mol
maximum force	5.54	eV/Å
E_HOMO	-8.076	eV

---

3.
Formula: C50H114Br8O21
Source: OMol25
Level of theory: the ωB97M-V functional and the def2-TZVPD basis

CARTESIAN COORDINATES (ANGSTROEM)
1 C 5.06 -28.18 23.44
2 O 5.59 -27.43 22.33
3 C 6.61 -28.23 21.73
4 C 6.19 -29.20 20.66
5 O 5.55 -28.50 19.59
6 C 5.31 -29.30 18.50
7 C 4.63 -28.53 17.35
8 O 5.47 -27.62 16.76
9 C 4.91 -27.11 15.59
10 H 4.34 -27.51 23.86
11 H 5.80 -28.54 24.13
12 H 4.48 -29.00 23.02
13 H 7.20 -28.77 22.51
14 H 7.30 -27.58 21.26
15 H 5.55 -29.99 21.01
16 H 7.10 -29.66 20.21
17 H 4.68 -30.13 18.70
18 H 6.27 -29.61 18.04
19 H 3.72 -27.98 17.73
20 H 4.37 -29.36 16.59
21 H 5.00 -27.76 14.75
22 H 5.43 -26.17 15.34
23 H 3.85 -26.91 15.75
24 C 9.24 -21.10 17.66
25 O 8.72 -22.31 18.13
26 C 7.89 -22.11 19.26
27 C 7.17 -23.37 19.74
28 O 6.11 -23.76 18.92
29 C 5.51 -24.96 19.44
30 C 4.74 -24.84 20.70
31 O 3.55 -24.16 20.60
32 C 3.61 -22.79 21.04
33 H 8.41 -20.37 17.36
34 H 9.80 -21.38 16.74
35 H 9.96 -20.66 18.39
36 H 7.16 -21.37 18.99
37 H 8.52 -21.75 20.09
38 H 6.78 -23.02 20.70
39 H 7.86 -24.22 19.90
40 H 6.28 -25.75 19.58
41 H 4.83 -25.33 18.67
42 H 5.38 -24.43 21.51
43 H 4.57 -25.88 20.91
44 H 2.55 -22.51 21.04
45 H 4.22 -22.07 20.45
46 H 3.94 -22.77 22.08
47 C 6.39 -21.42 23.34
48 O 5.87 -20.43 22.53
49 C 6.88 -19.58 22.00
50 C 6.34 -18.56 21.04
51 O 6.33 -19.19 19.80
52 C 6.12 -18.37 18.68
53 C 4.68 -18.47 18.12
54 O 4.64 -17.89 16.86
55 C 3.40 -17.67 16.37
56 H 6.71 -22.26 22.74
57 H 5.59 -21.87 23.92
58 H 7.21 -21.02 23.96
59 H 7.62 -20.19 21.47
60 H 7.38 -19.00 22.87
61 H 7.10 -17.78 21.01
62 H 5.40 -18.14 21.38
63 H 6.84 -18.66 17.89
64 H 6.33 -17.26 18.88
65 H 4.07 -17.91 18.74
66 H 4.34 -19.47 18.07
67 H 2.93 -16.83 16.97
68 H 2.70 -18.56 16.39
69 H 3.51 -17.33 15.34
70 C 6.18 -22.43 10.80
71 O 5.93 -23.79 10.96
72 C 5.76 -24.21 12.30
73 C 7.10 -24.26 12.99
74 O 7.68 -23.00 13.16
75 C 7.18 -22.27 14.23
76 C 7.78 -20.84 14.09
77 O 7.07 -20.14 13.07
78 C 7.71 -18.91 12.82
79 H 5.63 -21.96 11.64
80 H 5.75 -22.17 9.81
81 H 7.23 -22.05 10.88
82 H 5.39 -25.24 12.18
83 H 5.00 -23.59 12.81
84 H 7.82 -24.95 12.55
85 H 6.85 -24.61 14.03
86 H 7.55 -22.59 15.23
87 H 6.05 -22.18 14.26
88 H 8.83 -20.93 13.75
89 H 7.72 -20.29 15.05
90 H 7.26 -18.19 13.50
91 H 7.50 -18.66 11.79
92 H 8.83 -18.91 12.93
93 C 0.35 -24.70 22.60
94 O 0.56 -24.39 23.95
95 C 1.86 -23.87 24.24
96 C 2.88 -25.02 24.23
97 O 2.76 -25.87 25.33
98 C 1.64 -26.75 25.28
99 C 2.06 -27.89 26.22
100 O 3.01 -28.73 25.54
101 C 3.80 -29.59 26.33
102 H -0.70 -24.90 22.46
103 H 0.90 -25.64 22.35
104 H 0.70 -23.91 21.94
105 H 1.76 -23.40 25.22
106 H 2.16 -23.07 23.58
107 H 3.89 -24.52 24.24
108 H 2.86 -25.62 23.27
109 H 1.45 -27.07 24.30
110 H 0.72 -26.30 25.73
111 H 1.15 -28.47 26.43
112 H 2.41 -27.40 27.14
113 H 4.38 -28.98 27.03
114 H 4.39 -30.25 25.67
115 H 3.24 -30.29 26.94
116 C 13.66 -22.89 20.50
117 O 12.91 -23.75 21.34
118 C 12.13 -24.74 20.53
119 C 10.79 -24.17 20.20
120 O 9.93 -24.19 21.37
121 C 9.37 -25.49 21.63
122 C 8.83 -25.44 23.05
123 O 7.71 -24.61 23.14
124 C 7.06 -24.73 24.36
125 H 13.03 -22.32 19.81
126 H 14.29 -23.64 19.91
127 H 14.27 -22.18 21.08
128 H 11.99 -25.63 21.14
129 H 12.67 -24.95 19.60
130 H 10.35 -24.80 19.45
131 H 10.91 -23.15 19.79
132 H 10.11 -26.28 21.64
133 H 8.54 -25.71 20.95
134 H 9.62 -25.06 23.68
135 H 8.53 -26.43 23.35
136 H 7.73 -24.55 25.23
137 H 6.53 -25.69 24.48
138 H 6.30 -24.00 24.45
139 C 13.03 -28.65 21.96
140 O 11.68 -28.20 21.84
141 C 10.83 -29.27 21.79
142 C 10.33 -29.57 20.39
143 O 9.59 -28.47 19.83
144 C 10.09 -28.00 18.57
145 C 9.11 -26.93 18.08
146 O 9.81 -26.27 17.02
147 C 8.91 -25.42 16.33
148 H 13.24 -29.28 22.79
149 H 13.69 -27.82 22.16
150 H 13.39 -29.11 21.04
151 H 9.95 -29.02 22.40
152 H 11.26 -30.17 22.30
153 H 9.73 -30.49 20.33
154 H 11.18 -29.83 19.76
155 H 10.25 -28.78 17.83
156 H 11.07 -27.50 18.72
157 H 8.93 -26.22 18.89
158 H 8.15 -27.30 17.70
159 H 8.13 -25.95 15.87
160 H 9.47 -24.94 15.53
161 H 8.45 -24.64 16.96
162 Br 10.23 -22.49 25.34
163 C 10.04 -21.84 23.42
164 C 11.40 -21.48 22.91
165 Br 11.24 -20.43 21.23
166 H 9.31 -21.04 23.58
167 H 9.56 -22.66 22.87
168 H 11.83 -22.40 22.47
169 H 12.10 -21.02 23.59
170 Br 1.00 -20.94 18.27
171 C 2.42 -21.71 17.27
172 C 2.44 -23.22 17.23
173 Br 3.64 -23.82 15.92
174 H 3.35 -21.39 17.77
175 H 2.38 -21.15 16.31
176 H 1.47 -23.71 17.09
177 H 2.75 -23.59 18.21
178 Br 0.29 -26.09 18.10
179 C 0.96 -27.49 19.36
180 C 2.26 -27.19 20.06
181 Br 2.52 -28.50 21.43
182 H 0.98 -28.47 18.83
183 H 0.16 -27.52 20.11
184 H 2.24 -26.22 20.57
185 H 3.16 -27.14 19.39
186 Br 14.04 -15.86 17.74
187 C 12.40 -16.32 16.80
188 C 12.33 -17.78 16.64
189 Br 10.59 -18.33 15.85
190 H 12.44 -15.88 15.82
191 H 11.52 -15.95 17.29
192 H 12.49 -18.30 17.51
193 H 13.08 -18.11 15.92

Results
SMILES string	COCCOCCOC.COCCOCCOC.COCCOCCOC.COCCOCCOC.COCCOCCOC.COCCOCCOC.COCCOCCOC.BrCCBr.BrCCBr.BrCCBr.BrCCBr
calculated total energy	-24145.172945	a.u.
LUMO level	0.4	eV
maximum force	2.91	eV/Å
E_HOMO	-8.925	eV